Computed, not measured: a 2-piece molecular cluster, C12H22Si overall, with wB97M-V/def2-TZVPD.

Element x y z (Å)
C: -3.34623 -0.83895 0.43648
C: 1.46222 1.18823 -2.36616
C: 0.41428 -2.96471 -1.26575
C: -2.46055 0.07698 0.72702
C: 0.81095 1.26249 -1.21039
C: -0.05743 -1.72988 -1.40520
C: -2.58445 1.27364 1.58667
C: 0.34220 2.57933 -0.67310
C: -1.04780 -1.40068 -2.48006
C: 1.09581 -1.73058 2.14132
C: 2.24262 0.46925 1.81097
C: 1.67796 -0.76313 1.11108
Si: 0.39939 -0.31537 -0.24103
H: -3.12615 -1.70088 -0.17142
H: -4.37430 -0.78027 0.79674
H: 1.79740 0.25101 -2.78093
H: 1.69177 2.06793 -2.95058
H: 1.14057 -3.23009 -0.51424
H: 0.10221 -3.76982 -1.91584
H: -1.90100 1.19617 2.43296
H: -3.60210 1.37781 1.97591
H: -2.33071 2.18022 1.03785
H: -0.74267 2.62923 -0.73417
H: 0.76068 3.40791 -1.24133
H: 0.61851 2.69036 0.37345
H: -1.44335 -2.30318 -2.94653
H: -0.57242 -0.79148 -3.24831
H: -1.87060 -0.82230 -2.06596
H: 0.33138 -1.23177 2.73390
H: 0.63623 -2.58834 1.66203
H: 1.87441 -2.08221 2.81621
H: 3.00193 0.17874 2.53617
H: 1.45537 1.00064 2.34216
H: 2.70040 1.15322 1.09920
H: 2.51576 -1.27069 0.61184

## Properties
spin multiplicity: 3
LUMO (alpha / beta): 0.90 / -1.36 eV
E_HOMO (alpha / beta): -5.76 / -9.37 eV
<S²>: 2.02



Computed, not measured: an isolated ion of composition C12H23BIN4O3 and charge +1, with wB97M-V/def2-TZVPD.

Element x y z (Å)
H: -0.72677 1.75434 2.78763
N: -1.66353 1.54732 2.34694
C: -1.82222 2.48502 1.33679
N: -3.10231 2.37159 0.50082
N: -0.81031 3.59206 1.02594
C: 0.26411 2.86591 0.19481
C: -0.14172 2.87849 -1.39297
C: 0.52997 1.61608 -2.26065
C: -0.38858 0.25918 -2.24207
C: -0.17953 -0.71140 -0.93935
N: -1.35938 -1.11399 -0.32205
C: -1.20652 -2.06859 0.87911
C: -1.58243 -3.66508 0.62894
C: -3.04395 -3.86857 -0.11623
O: -3.28300 -4.79487 -1.08114
I: -4.73499 -2.57899 0.44636
C: 0.43312 -1.92308 1.16942
C: 1.14725 -1.35784 -0.22805
B: 2.38227 -0.39299 0.26959
O: 2.56702 0.18242 1.61660
O: 3.44411 -0.10388 -0.75860
C: 4.69445 -0.76645 -0.35669
H: -3.91257 2.50574 1.15090
H: -3.16626 1.35570 0.20348
H: -0.33451 3.75944 1.96300
H: 0.30488 1.76236 0.58181
H: 1.26605 3.46366 0.34278
H: -1.30639 2.90925 -1.53862
H: 0.32054 3.86048 -1.88919
H: 0.52224 2.00498 -3.38949
H: 1.65786 1.46063 -1.98819
H: -0.13077 -0.36844 -3.19939
H: -1.53836 0.57424 -2.29549
H: -2.29672 -0.76966 -0.68099
H: -1.77941 -1.67129 1.82012
H: -1.64260 -4.25241 1.66663
H: -0.79558 -4.24217 -0.01677
H: 0.95791 -2.93043 1.53254
H: 0.41875 -1.21525 2.10827
H: 1.49036 -2.33302 -0.81923
H: 3.39972 0.77153 1.63088
H: 5.45285 -0.81393 -1.27178
H: 4.51465 -1.89425 -0.04506
H: 5.26426 -0.22877 0.53026

## Properties
spin multiplicity: 1
LUMO: -4.43 eV
net charge: +1
E_HOMO: -12.67 eV
SMILES string: [H]/N=C(/N)NCCCCC1=[NH+][C@@H](CC(=O)I)C[C@@H]1B(O)OC



Computed, not measured: C12H23BiF3NO5P2S as an isolated structure, with wB97M-V/def2-TZVPD.

Element x y z (Å)
Bi: 0.98375 -1.04167 1.20428
P: -3.07757 -0.33219 -0.06497
C: -2.20367 0.43972 -1.43159
C: -0.70683 0.67497 -1.72012
N: 0.31254 0.57547 -0.83208
C: 1.44719 1.27521 -1.13483
C: 1.67269 1.86624 -2.38904
C: 0.67386 1.81730 -3.35389
C: -0.52563 1.21080 -3.00560
C: 2.53537 1.41851 -0.07437
P: 3.22335 -0.19289 0.46069
H: -1.38805 1.21670 -3.67452
H: 2.63572 2.36192 -2.56503
H: 0.81619 2.25844 -4.35207
H: 3.38380 1.99642 -0.46716
H: 2.16207 1.96132 0.80888
H: -2.60004 -0.01919 -2.29963
H: -2.66462 1.45013 -1.30504
H: -2.36407 -5.60743 -4.25139
O: -2.28810 -4.75052 -3.88621
H: -2.13224 -4.19647 -4.68302
H: -3.41889 -2.34921 -0.82511
O: -2.56305 -2.29665 -0.44871
H: -2.00851 -2.39134 -1.25617
C: 3.94014 -0.96728 -1.01595
H: 4.56492 -0.25823 -1.58134
H: 4.55620 -1.82381 -0.70287
H: 3.14249 -1.32817 -1.68030
C: 4.49530 0.14617 1.69711
H: 4.99049 -0.80211 1.94990
H: 5.25158 0.83589 1.29019
H: 4.06987 0.57681 2.61517
C: -2.67695 -0.35447 1.64773
H: -3.45982 0.24856 2.14639
H: -2.74017 -1.38056 2.07766
H: -1.68899 0.09694 1.84339
C: -4.85789 -0.20563 -0.40560
H: -5.45841 -0.72786 0.35289
H: -5.09428 0.87359 -0.37277
H: -5.16593 -0.57793 -1.39537
F: 0.43290 0.96663 6.03416
C: -0.08516 1.17380 4.80519
F: -1.09302 0.29101 4.58718
F: -0.57163 2.43425 4.73613
S: 1.22802 0.93516 3.48098
O: 2.26678 1.90990 3.67368
O: 1.61774 -0.50302 3.55823
O: 0.43056 1.09474 2.20492

## Properties
spin multiplicity: 1
energy above the lowest of the compared OMol25 structures with the same formula, charge and spin: 0.0 kcal per mole
LUMO (alpha / beta): -7.16 / -6.99 eV
net charge: +2
E_HOMO (alpha / beta): -12.71 / -12.88 eV



Computed, not measured: C12H23FNO3S2 in the gas phase, with wB97M-V/def2-TZVPD.

Element x y z (Å)
C: 0.04347 -2.42031 1.27113
C: 0.36177 -0.86585 1.35814
C: 0.91763 -0.66420 2.81167
C: -0.99529 -0.09980 1.26117
C: -1.20779 0.82142 0.01038
C: -2.08929 0.18970 -1.11334
C: -1.60820 -1.20917 -1.59273
C: -0.29631 -1.18931 -2.45866
S: -0.47903 -2.43241 -3.83841
S: -2.20948 2.27465 0.61778
O: -3.48085 1.79396 1.19093
O: -2.42609 3.18637 -0.51785
F: -1.29781 3.07863 1.71142
C: 0.09397 1.45213 -0.61281
C: 1.43702 0.81786 -0.12533
C: 2.08482 1.77703 0.91673
C: 2.41045 0.83354 -1.37957
N: 1.33807 -0.59101 0.28917
O: 2.49567 -1.04259 0.64321
H: -1.01393 -2.64872 1.47660
H: 0.62800 -2.94167 2.05568
H: 0.38372 -2.84393 0.30942
H: 1.76603 -1.32246 3.03977
H: 0.08621 -0.98350 3.47845
H: 1.09572 0.39698 3.05685
H: -1.05583 0.55896 2.15416
H: -1.88717 -0.74756 1.33049
H: -3.09614 0.03979 -0.66652
H: -2.25107 0.90074 -1.94436
H: -1.56430 -1.92884 -0.75886
H: -2.39648 -1.58204 -2.27609
H: 0.59657 -1.48412 -1.89076
H: -0.17826 -0.22915 -2.98655
H: -1.05028 -3.52771 -3.25183
H: 0.14376 2.52322 -0.33151
H: 0.01876 1.44971 -1.71162
H: 1.34571 2.06350 1.69314
H: 2.99938 1.35604 1.37309
H: 2.37759 2.72001 0.41568
H: 2.06652 1.54405 -2.15232
H: 3.40912 1.14719 -1.02819
H: 2.48362 -0.17113 -1.82776

## Properties
spin multiplicity: 2
energy above the lowest of the compared OMol25 structures with the same formula, charge and spin: 0.0 kcal per mole
LUMO (alpha / beta): 0.35 / -0.63 eV
E_HOMO (alpha / beta): -9.19 / -9.29 eV
<S²>: 0.75



Computed, not measured: a 2-piece molecular cluster, C12H23N2O overall, with wB97M-V/def2-TZVPD.

Element x y z (Å)
C: -5.00289 -0.99325 0.71669
C: -3.65222 -0.97767 0.66386
C: -5.37324 0.11353 1.55150
C: -3.16526 0.09969 1.45205
C: 3.72018 0.86760 -0.28332
C: 1.85907 1.75803 1.27319
C: 2.55739 -0.63882 1.26966
C: -0.02835 -1.55253 -0.83011
C: -0.40578 0.48271 -2.37457
C: -1.89977 0.47881 1.76000
C: 2.39319 0.66173 0.39220
C: 0.60063 -0.35563 -1.50376
N: 1.51159 -0.87803 -2.48584
N: 1.36070 0.55971 -0.65242
O: -4.27049 0.76711 2.00475
H: -5.73239 -1.76153 0.17984
H: -2.90631 -1.63892 0.09282
H: -6.45452 0.37625 1.72758
H: 4.29539 0.00174 -0.14971
H: 3.66203 1.10608 -1.33040
H: 4.30934 1.76010 0.18854
H: 1.67001 2.53277 0.59604
H: 2.44581 2.09353 2.05918
H: 0.90075 1.50967 1.78120
H: 3.26494 -0.45407 2.10172
H: 1.65534 -1.04983 1.65804
H: 2.91593 -1.53419 0.63708
H: 0.65601 -1.97578 -0.10006
H: -0.92643 -1.22056 -0.31850
H: -0.43458 -2.20842 -1.61496
H: -0.99293 -0.26168 -2.93885
H: -1.18197 1.00717 -1.82850
H: 0.28906 1.02524 -3.08880
H: -1.64480 1.31525 2.38231
H: -1.10635 -0.01847 1.21102
H: 2.52263 -0.58371 -2.37182
H: 1.30275 -1.87554 -2.61565
H: 1.28557 1.46191 -1.21201

## Properties
spin multiplicity: 1
energy above the lowest of the compared OMol25 structures with the same formula, charge and spin: 64.4 kcal per mole
LUMO: -6.53 eV
net charge: +1
E_HOMO: -10.65 eV



Computed, not measured: C12H23N2O6Ti as an isolated structure, with wB97M-V/def2-TZVPD.

Element x y z (Å)
Ti: -0.98608 -0.76868 -0.77089
C: -4.29704 -3.73815 -1.35985
C: -3.10574 -2.89612 -0.99675
O: -2.07758 -3.11563 -1.54436
O: -3.20420 -2.08045 -0.01396
H: -4.23914 -3.61132 -2.44089
H: -5.10702 -3.22311 -0.84335
H: -4.15353 -4.72517 -0.92018
C: -0.61542 2.93506 2.28001
C: 0.38409 1.83424 1.89206
O: -0.02202 0.80167 1.33288
N: 1.64185 1.90060 2.33914
C: 2.71162 0.88610 2.37568
H: -0.43490 3.84938 1.71473
H: -0.46273 3.22932 3.31837
H: -1.67195 2.72247 2.11672
H: 1.79375 2.59518 3.05647
H: 2.73397 0.64660 3.43880
H: 3.56246 1.38028 1.90667
H: 2.29485 0.08418 1.76630
C: -1.00315 3.12748 -2.70332
C: -1.81873 2.06200 -1.90388
O: -1.72152 0.89412 -2.26542
N: -2.59221 2.49630 -0.89961
C: -3.45195 1.64430 -0.14792
H: -1.73389 3.52760 -3.40618
H: -0.32280 2.54897 -3.32827
H: -0.47514 3.75349 -1.98401
H: -2.73564 3.45894 -0.62967
H: -3.98868 2.23950 0.59083
H: -2.79597 0.97026 0.40294
H: -4.01456 0.88760 -0.69472
O: 1.29906 -1.37080 -1.32375
C: 2.21311 -1.87372 -0.75958
O: 2.20176 -2.10142 0.56161
C: 3.45308 -2.51781 1.07573
C: 4.43898 -2.02736 0.02648
C: 3.58044 -2.27241 -1.19762
H: 3.60750 -3.56091 1.35179
H: 3.57754 -1.94493 1.99465
H: 5.32579 -2.66029 -0.00618
H: 4.88525 -1.03986 0.14387
H: 3.44447 -3.30707 -1.51241
H: 3.88201 -1.64044 -2.03294

## Properties
spin multiplicity: 5
LUMO (alpha / beta): 2.65 / 2.63 eV
net charge: -1
E_HOMO (alpha / beta): 0.52 / -5.54 eV
<S²>: 6.00



Computed, not measured: C12H24AsF6KO6S3 as an isolated structure, with wB97M-V/def2-TZVPD.

Element x y z (Å)
K: -1.14255 1.61374 0.62631
As: 2.28612 0.79693 -1.67550
F: 0.55175 1.21264 -1.70613
F: 1.98434 -0.51714 -2.83886
F: 4.05596 0.40695 -1.70059
F: 2.66062 2.08013 -0.59428
F: 2.11268 -0.42559 -0.37386
F: 2.64245 1.96451 -3.04744
C: 0.63332 -3.59009 -1.14829
C: -0.85559 -3.25908 -1.54224
C: -1.67732 -3.38056 -0.26828
S: -0.81986 -2.52852 1.06581
O: -0.98619 -3.14432 2.33351
O: -1.07497 -1.11093 0.80216
C: 0.84403 -3.03171 0.29733
H: 1.56683 -3.31454 -1.63894
H: 0.72671 -4.67593 -1.13065
H: -1.17510 -3.96494 -2.30890
H: -0.94652 -2.26409 -1.97794
H: -1.72025 -4.44032 -0.01696
H: -2.66029 -2.90955 -0.27088
H: 1.00043 -3.87609 0.96863
H: 1.61318 -2.34086 0.64262
C: 1.64562 1.62373 5.96764
C: 1.62998 0.05233 5.91719
C: 0.70284 -0.48694 4.80450
S: -0.55916 0.87807 4.50875
O: -1.85523 0.41640 4.94174
O: -0.40629 1.41468 3.19330
C: 0.17008 2.00178 5.76111
H: 2.25492 1.85406 5.09369
H: 1.80275 2.12625 6.92205
H: 1.31531 -0.20754 6.92792
H: 2.55878 -0.43497 5.62063
H: 0.18448 -1.38734 5.13418
H: 1.13244 -0.67074 3.81974
H: -0.48495 1.93287 6.62960
H: 0.04934 3.03708 5.44221
C: -0.77164 1.14675 -5.24952
C: -0.31649 2.51369 -4.82835
C: -1.44697 3.36883 -4.25092
S: -2.42160 2.07234 -3.31357
O: -3.86227 2.04780 -3.59207
O: -1.99438 2.02355 -1.92470
C: -1.67538 0.56721 -4.15273
H: 0.07884 0.48387 -5.40882
H: -1.14763 1.15352 -6.27260
H: 0.15360 2.94483 -5.71223
H: 0.55254 2.49254 -4.17075
H: -2.15603 3.61695 -5.04072
H: -1.17345 4.15163 -3.54345
H: -2.46715 -0.14576 -4.38265
H: -1.11268 0.11188 -3.33779

## Properties
spin multiplicity: 2
LUMO (alpha / beta): -3.04 / -9.82 eV
net charge: +1
E_HOMO (alpha / beta): -12.37 / -12.37 eV
<S²>: 0.76



Computed, not measured: C12H24AsF6O10SZr as an isolated structure, with wB97M-V/def2-TZVPD.

Element x y z (Å)
Zr: -0.34891 0.36596 0.27380
C: -1.70091 -2.66644 0.29890
C: -0.84391 -2.89014 -0.94180
O: -0.47821 -1.61514 -1.48180
C: -0.77001 -1.47514 -2.87370
C: -0.49591 -0.05154 -3.24800
O: 0.36749 0.53766 -2.35480
C: 1.11839 1.66816 -2.80220
C: 1.68149 2.32216 -1.52540
O: 1.84619 1.32276 -0.51850
C: 2.98629 0.47556 -0.70590
C: 2.46149 -0.96154 -0.73730
O: 1.48209 -1.11924 0.30050
C: 2.03969 -1.39994 1.60500
C: 1.67439 -0.24244 2.53730
O: 0.26749 -0.04144 2.43670
C: -0.53541 -0.88604 3.28870
C: -1.59211 -1.58194 2.41160
O: -0.98781 -1.73154 1.11750
H: -1.83131 -3.61544 0.83510
H: -2.67611 -2.24544 0.02410
H: -1.40171 -3.48984 -1.66610
H: 0.08609 -3.41394 -0.68280
H: -1.80991 -1.74544 -3.10050
H: -0.11361 -2.16314 -3.44550
H: -2.16931 0.92976 -2.96520
H: -0.41181 0.21676 -4.29320
H: 0.49389 2.37806 -3.35300
H: 1.91669 1.31146 -3.46720
H: 0.96169 3.03736 -1.11290
H: 2.62799 2.83616 -1.72770
H: 3.66459 0.62776 0.14240
H: 3.52729 0.70936 -1.62560
H: 3.27019 -1.69034 -0.62320
H: 1.92749 -1.15224 -1.67370
H: 3.12109 -1.54344 1.55290
H: 1.56839 -2.32974 1.95130
H: 2.14219 0.69746 2.21090
H: 1.97509 -0.43994 3.57380
H: -1.01031 -0.26324 4.05930
H: 0.10539 -1.62574 3.77910
H: -2.52021 -1.00074 2.32350
H: -1.83441 -2.56684 2.83300
O: -2.80151 1.43286 -2.40010
S: -2.45071 1.42006 -0.89850
O: -3.36081 2.15386 -0.12990
O: -2.26431 -0.00944 -0.53730
O: -1.03401 1.87616 -0.81590
F: 0.42079 2.14386 1.28210
As: -1.23741 2.95316 2.01350
F: -0.77421 2.06136 3.48290
F: -1.78571 1.09366 1.58500
F: -2.80661 3.26876 2.53370
F: -1.29421 3.82076 0.55490
F: -0.39261 4.29676 2.70010

## Properties
spin multiplicity: 2
energy above the lowest of the compared OMol25 structures with the same formula, charge and spin: 22.3 kcal per mole
LUMO (alpha / beta): -6.79 / -7.08 eV
net charge: +2
E_HOMO (alpha / beta): -15.16 / -17.46 eV
<S²>: 0.75